1 | DFT (ωB97M-V/def2-TZVPD) results for 2 unconnected molecules or ions with the total composition CHN3OS.

## Properties
Charge: 0
Kohn-Sham gap (eV): 10.493

Atoms and positions in Å:
C  -0.34322  -1.52907  1.02032
N  0.41453  1.23683  -1.15455
N  0.95376  0.95414  -2.11821
N  -0.27495  1.52965  -0.25100
O  -0.06928  -0.57664  1.58216
S  -0.67641  -2.79211  0.19224
H  -0.00443  1.17720  0.72904

These are the Mulliken partial charges, in e, on atoms 1 to 6: number 1, C, carries 0.67; number 2, N, carries 0.78; number 3, N, carries -0.43; number 4, N, carries -0.68; number 5, O, carries -0.41; number 6, S, carries -0.29

2 | DFT (ωB97M-V/def2-TZVPD) results for 2 unconnected molecules or ions with the total composition CHN3OS.

## Properties
Structure (SMILES): O=C=NS.N#N
Charge: 0
Kohn-Sham gap (eV): 9.831

Atoms and positions in Å:
O  -0.61269  -2.33196  0.90295
C  -0.01443  -1.44372  0.46845
N  0.41801  -0.39778  0.07551
S  1.74774  0.20647  -0.74287
H  1.49330  1.46628  -0.35695
N  -1.00673  1.34506  0.01369
N  -2.02519  1.15565  -0.36078

These are the Mulliken partial charges, in e, on atoms 1 to 6: number 1, O, carries -0.40; number 2, C, carries 0.60; number 3, N, carries -0.24; number 4, S, carries -0.08; number 5, H, carries 0.17; number 6, N, carries 0.13

Most stable of them? 2.

1 | DFT (ωB97M-V/def2-TZVPD) results for a single C5H3N3 molecule.

## Properties
Structure (SMILES): [H]/N=C1\C=NC(C#C)=N1
Charge: 0
Kohn-Sham gap (eV): 8.627

Atoms and positions in Å:
H  -0.38435  1.06571  3.13771
N  -0.39824  1.64092  2.19140
C  0.00756  0.87617  1.29244
C  -0.07236  -0.67531  1.41707
N  -0.24779  -1.03750  0.08229
C  -0.11292  0.11668  -0.71466
C  0.16192  -0.02956  -2.16687
C  0.52130  -0.73224  -3.20133
N  -0.05444  1.22571  -0.08084
H  -0.45640  -1.38966  2.14852
H  1.03572  -1.06092  -4.10573

These are the Mulliken partial charges, in e, on atoms 1 to 6: number 1, H, carries 0.27; number 2, N, carries -0.51; number 3, C, carries 0.54; number 4, C, carries -0.15; number 5, N, carries -0.46; number 6, C, carries 0.68

2 | DFT (ωB97M-V/def2-TZVPD) results for a single C5H3N3 molecule.

## Properties
Structure (SMILES): C#Cc1cnnnc1
Charge: 0
Kohn-Sham gap (eV): 8.608

Atoms and positions in Å:
C  -2.70021  0.08234  -0.01557
C  -1.49101  0.10125  -0.07213
C  -0.15180  0.02983  -0.12695
C  0.51881  -1.20242  0.14974
N  1.92234  -1.08951  -0.13210
N  2.62375  -0.06604  -0.13463
N  2.00458  1.13313  0.09898
C  0.66801  1.23414  -0.03465
H  -3.81073  -0.28774  -0.20714
H  0.11733  -2.18168  0.36122
H  0.29894  2.24670  0.11322

These are the Mulliken partial charges, in e, on atoms 1 to 6: number 1, C, carries 0.04; number 2, C, carries -0.69; number 3, C, carries 0.66; number 4, C, carries -0.28; number 5, N, carries -0.13; number 6, N, carries -0.31

Most stable of them? 1.

1 | DFT (ωB97M-V/def2-TZVPD) results for a molecular structure, CH4NO2Si.

## Properties
Charge: -1
Kohn-Sham gap (eV): 8.134

Atoms and positions in Å:
C  2.46255  -0.55836  -0.65325
N  0.83954  0.37848  -0.10492
O  -0.31984  -0.84034  -2.25584
O  2.85674  -1.30784  0.15086
Si  -0.59907  -0.59997  -0.79550
H  0.86320  0.72066  0.85438
H  1.01946  1.16844  -0.72420
H  -1.63963  0.40803  -0.48328
H  -0.64965  -1.76889  -0.00261

These are the Mulliken partial charges, in e, on atoms 1 to 6: number 1, C, carries -0.03; number 2, N, carries -0.54; number 3, O, carries -0.61; number 4, O, carries -0.29; number 5, Si, carries 0.28; number 6, H, carries 0.23

2 | DFT (ωB97M-V/def2-TZVPD) results for a molecular structure, CH4NO2Si.

## Properties
Charge: -1
Kohn-Sham gap (alpha / beta) (eV): 3.329 / 3.334

Atoms and positions in Å:
C  -1.45661  3.76413  -1.43814
N  0.31867  -1.84476  1.87131
O  -1.86831  4.76662  -0.92996
O  -0.97050  3.50011  -2.55593
Si  -0.73771  2.10427  -0.71550
H  1.34095  -1.65357  1.82239
H  0.22729  -2.81305  1.50613
H  -0.76422  0.83501  -1.43594
H  0.75285  2.64540  -0.85480

These are the Mulliken partial charges, in e, on atoms 1 to 6: number 1, C, carries 0.50; number 2, N, carries -0.60; number 3, O, carries -0.53; number 4, O, carries -0.47; number 5, Si, carries 0.24; number 6, H, carries -0.03

Most stable of them? 1.